Record 1
DFT (the ωB97M-V functional and the def2-TZVPD basis) results for a cluster of 4 separate species, C11H25Cl6NO2Si in total at a distorted geometry.

Last column: Mulliken charge in e.
Cartesian coordinates (Å):
C  3.68  -0.95  -2.16  -0.802
C  2.30  -0.03  -2.38  0.338
C  1.95  -0.13  -3.98  -1.119
C  1.17  -0.69  -1.39  -0.347
C  -0.19  0.21  -1.19  -0.626
Si  -1.56  -0.15  -2.55  0.659
O  -2.24  -1.74  -2.20  -0.136
N  -1.37  -2.72  -2.50  0.121
O  -1.14  -3.28  -1.44  -0.267
H  4.32  -0.46  -1.31  0.080
H  3.31  -2.04  -1.86  0.186
H  4.31  -1.00  -3.17  0.344
H  2.48  1.11  -2.11  0.273
H  1.71  -1.26  -4.28  0.222
H  1.07  0.56  -4.34  0.217
H  2.94  0.16  -4.57  0.367
H  1.68  -0.75  -0.31  0.135
H  0.98  -1.79  -1.75  0.159
H  -0.02  1.37  -1.12  0.344
H  -0.69  -0.15  -0.17  0.233
H  -2.63  0.83  -2.40  -0.196
H  -0.97  -0.10  -3.91  -0.214
Cl  -3.35  2.95  0.39  -0.166
C  -4.86  2.03  0.60  -0.491
C  -4.60  0.62  1.11  -0.317
Cl  -3.81  -0.40  -0.12  -0.111
H  -5.40  2.03  -0.35  0.353
H  -5.47  2.58  1.33  0.315
H  -5.55  0.14  1.36  0.327
H  -3.98  0.62  2.01  0.119
Cl  -0.89  4.14  6.16  -0.187
C  -0.61  4.27  4.40  -0.460
C  -1.84  3.89  3.60  -0.361
Cl  -2.22  2.16  3.71  -0.178
H  0.25  3.63  4.15  0.326
H  -0.33  5.31  4.20  0.310
H  -1.67  4.11  2.54  0.227
H  -2.72  4.45  3.92  0.315
Cl  1.45  -3.68  0.40  -0.085
C  2.93  -4.31  1.17  -0.575
C  3.63  -3.25  2.01  -0.500
Cl  4.34  -1.96  1.01  -0.148
H  3.58  -4.70  0.39  0.304
H  2.63  -5.15  1.81  0.351
H  4.45  -3.71  2.57  0.353
H  2.95  -2.79  2.73  0.309

structure (SMILES) = CC(C)CC[SiH2]ON=O.ClCCCl.ClCCCl.ClCCCl
strongest force on any atom = 4.6 eV/A
total charge = 0
total energy = -3689.85656 hartree

---

Record 2
DFT (the ωB97M-V functional and the def2-TZVPD basis) results for a structure of composition C11H25ClIN2OP2V at a distorted geometry.

Last column: Mulliken spin population.
Cartesian coordinates (Å):
C  -2.10  -4.76  -1.65  -0.001
C  -1.78  -3.95  -0.52  0.001
H  -2.53  -5.70  -1.30  0.000
H  -1.17  -4.99  -2.22  0.000
H  -2.84  -4.24  -2.29  0.000
O  -1.63  -3.51  0.55  0.000
I  -0.39  -1.20  -2.84  0.003
V  0.26  0.45  -1.05  2.064
P  -1.97  0.82  -0.15  -0.043
C  -2.43  1.32  1.52  0.005
C  -2.21  2.40  -1.05  0.010
H  -3.28  2.53  -1.21  0.001
H  -4.29  0.52  -0.53  -0.002
H  -1.68  2.44  -2.01  0.001
H  -3.34  -0.57  -1.61  0.002
H  -1.75  2.07  1.92  0.001
H  -1.84  3.24  -0.44  -0.002
C  -3.42  -0.15  -0.60  -0.004
H  -3.44  1.73  1.55  -0.002
H  -3.53  -0.97  0.12  -0.001
H  -2.39  0.44  2.17  -0.001
P  1.91  -0.96  0.05  -0.043
C  2.47  -0.86  1.78  0.006
C  2.15  -2.70  -0.29  -0.004
H  3.03  0.24  -1.81  0.001
H  4.10  -0.87  -0.90  0.001
H  3.67  0.72  -0.23  -0.002
C  3.30  -0.13  -0.81  0.011
H  1.82  -2.97  -1.30  0.002
H  3.22  -2.93  -0.18  -0.002
H  3.46  -1.32  1.90  -0.002
H  1.75  -1.41  2.39  -0.001
H  1.57  -3.28  0.44  -0.001
H  2.52  0.16  2.14  0.001
Cl  0.97  1.92  -2.64  -0.005
N  1.51  2.97  0.03  0.035
C  1.79  3.80  1.05  0.024
C  1.32  3.19  2.20  0.000
C  0.74  1.98  1.82  0.025
N  0.85  1.85  0.47  -0.082
H  1.68  3.13  -0.98  0.002
H  2.30  4.74  0.87  0.001
H  1.37  3.57  3.20  0.000
H  0.24  1.24  2.45  -0.002

2S+1 = 3
⟨S²⟩ = 2.03
strongest force on any atom = 6.4 eV/A
total charge = +2
total energy = -3002.98063 hartree

---

Record 3
DFT (the ωB97M-V functional and the def2-TZVPD basis) results for a structure of composition C11H25N2O13V at a distorted geometry.

Last column: Mulliken spin population.
Cartesian coordinates (Å):
O  0.77  1.29  -0.53  0.014
V  1.53  0.51  0.69  -0.022
O  3.04  1.15  0.78  0.011
O  3.20  -1.61  4.36  0.001
C  2.07  -1.51  3.63  -0.015
O  0.93  -1.71  4.08  0.096
O  2.20  -1.15  2.41  0.078
H  3.91  -1.46  3.72  0.000
O  -0.10  -2.84  0.50  -0.001
C  -0.94  -1.97  1.00  -0.051
O  -1.94  -2.36  1.69  0.549
O  -0.64  -0.75  1.06  0.342
H  -0.36  -3.70  0.83  0.001
O  1.14  3.48  1.32  0.000
C  0.44  2.90  2.34  -0.001
O  -0.18  3.53  3.17  0.000
O  0.47  1.64  2.32  0.000
H  1.12  4.34  1.73  0.000
C  -3.33  3.87  0.75  0.000
C  -3.53  2.35  1.15  0.001
C  -2.81  1.48  0.15  -0.001
O  -3.42  1.35  -1.15  0.000
C  -2.49  1.91  -2.17  0.001
N  -3.01  2.40  2.53  0.000
H  -4.27  4.41  0.89  0.000
H  -3.06  3.84  -0.31  0.000
H  -2.51  4.36  1.28  0.000
H  -4.58  2.06  1.17  0.000
H  -2.87  0.47  0.55  -0.006
H  -1.73  1.68  0.12  0.003
H  -2.93  1.84  -3.16  0.000
H  -1.58  1.33  -2.04  -0.001
H  -2.20  2.94  -1.97  0.000
H  -3.75  2.82  3.07  0.000
H  -2.28  3.09  2.41  0.000
C  2.94  -0.45  -2.75  0.000
C  1.86  -1.35  -2.17  -0.001
C  2.01  -2.81  -2.68  0.001
O  0.87  -3.58  -2.23  0.000
C  1.12  -4.94  -2.37  0.000
N  1.92  -1.34  -0.75  -0.002
H  2.97  0.56  -2.35  0.000
H  2.89  -0.30  -3.83  0.000
H  3.91  -0.90  -2.54  0.000
H  0.89  -1.02  -2.53  0.000
H  2.88  -3.19  -2.15  0.000
H  2.10  -2.77  -3.76  0.000
H  2.05  -5.08  -1.82  0.000
H  1.25  -5.24  -3.41  0.000
H  0.33  -5.57  -1.98  0.000
H  1.14  -1.92  -0.47  0.003
H  2.57  -2.09  -0.58  0.000

2S+1 = 2
⟨S²⟩ = 0.76
strongest force on any atom = 3.8 eV/A
total charge = -1
total energy = -2465.79086 hartree

---

Record 4
DFT (the ωB97M-V functional and the def2-TZVPD basis) results for a structure of composition C11H25N2O3OsP2S4.

Last column: Mulliken spin population.
Cartesian coordinates (Å):
Os  -0.43  -0.81  0.61  2.579
O  -4.09  -6.00  3.02  0.117
C  -3.49  -5.10  2.58  -0.019
S  -4.22  -3.71  1.67  0.138
C  -2.76  -2.89  1.43  0.205
C  -1.58  -3.47  1.94  0.202
S  -0.02  -2.71  1.78  0.124
S  -1.67  -4.95  2.74  0.208
S  -2.74  -1.42  0.55  0.242
N  -4.42  2.52  0.14  0.001
C  -3.26  2.24  1.07  -0.001
P  -1.70  2.45  0.11  0.007
O  -2.17  2.85  -1.25  0.007
O  -0.80  1.25  0.32  0.055
C  -0.77  3.93  0.72  -0.001
N  -0.69  4.92  -0.41  0.000
H  -4.03  2.65  -0.81  0.000
H  -4.92  3.37  0.38  0.000
H  -5.10  1.76  0.12  0.001
H  -3.33  1.20  1.40  0.006
H  -3.34  2.88  1.95  0.000
H  0.24  3.64  1.01  0.000
H  -1.24  4.40  1.58  0.000
H  0.26  5.03  -0.77  0.000
H  -1.02  5.85  -0.15  0.000
H  -1.28  4.56  -1.18  0.000
C  1.05  0.30  -2.65  0.003
C  2.09  0.22  -1.53  -0.022
P  1.74  -1.09  -0.34  0.138
C  1.90  -2.66  -1.24  -0.004
C  3.35  -2.99  -1.63  0.003
C  2.96  -1.03  1.02  -0.006
C  4.34  -0.49  0.63  0.013
H  1.22  1.18  -3.26  0.000
H  0.03  0.37  -2.26  0.003
H  1.10  -0.57  -3.31  0.001
H  2.14  1.16  -0.97  0.007
H  3.09  0.04  -1.93  0.001
H  1.27  -2.59  -2.12  0.003
H  1.48  -3.45  -0.61  -0.010
H  3.81  -2.20  -2.22  0.000
H  3.35  -3.90  -2.23  0.000
H  3.97  -3.18  -0.75  0.000
H  3.03  -2.05  1.41  -0.001
H  2.53  -0.43  1.82  -0.001
H  4.80  -1.08  -0.17  -0.001
H  5.01  -0.54  1.49  0.002
H  4.29  0.55  0.31  0.000

2S+1 = 5
⟨S²⟩ = 6.02
strongest force on any atom = 0.9 eV/A
total charge = +3
total energy = -3134.59945 hartree

---

Copy entry 1 word for word.
DFT (the ωB97M-V functional and the def2-TZVPD basis) results for a cluster of 4 separate species, C11H25Cl6NO2Si in total at a distorted geometry.

Last column: Mulliken charge in e.
Cartesian coordinates (Å):
C  3.68  -0.95  -2.16  -0.802
C  2.30  -0.03  -2.38  0.338
C  1.95  -0.13  -3.98  -1.119
C  1.17  -0.69  -1.39  -0.347
C  -0.19  0.21  -1.19  -0.626
Si  -1.56  -0.15  -2.55  0.659
O  -2.24  -1.74  -2.20  -0.136
N  -1.37  -2.72  -2.50  0.121
O  -1.14  -3.28  -1.44  -0.267
H  4.32  -0.46  -1.31  0.080
H  3.31  -2.04  -1.86  0.186
H  4.31  -1.00  -3.17  0.344
H  2.48  1.11  -2.11  0.273
H  1.71  -1.26  -4.28  0.222
H  1.07  0.56  -4.34  0.217
H  2.94  0.16  -4.57  0.367
H  1.68  -0.75  -0.31  0.135
H  0.98  -1.79  -1.75  0.159
H  -0.02  1.37  -1.12  0.344
H  -0.69  -0.15  -0.17  0.233
H  -2.63  0.83  -2.40  -0.196
H  -0.97  -0.10  -3.91  -0.214
Cl  -3.35  2.95  0.39  -0.166
C  -4.86  2.03  0.60  -0.491
C  -4.60  0.62  1.11  -0.317
Cl  -3.81  -0.40  -0.12  -0.111
H  -5.40  2.03  -0.35  0.353
H  -5.47  2.58  1.33  0.315
H  -5.55  0.14  1.36  0.327
H  -3.98  0.62  2.01  0.119
Cl  -0.89  4.14  6.16  -0.187
C  -0.61  4.27  4.40  -0.460
C  -1.84  3.89  3.60  -0.361
Cl  -2.22  2.16  3.71  -0.178
H  0.25  3.63  4.15  0.326
H  -0.33  5.31  4.20  0.310
H  -1.67  4.11  2.54  0.227
H  -2.72  4.45  3.92  0.315
Cl  1.45  -3.68  0.40  -0.085
C  2.93  -4.31  1.17  -0.575
C  3.63  -3.25  2.01  -0.500
Cl  4.34  -1.96  1.01  -0.148
H  3.58  -4.70  0.39  0.304
H  2.63  -5.15  1.81  0.351
H  4.45  -3.71  2.57  0.353
H  2.95  -2.79  2.73  0.309

structure (SMILES) = CC(C)CC[SiH2]ON=O.ClCCCl.ClCCCl.ClCCCl
strongest force on any atom = 4.6 eV/A
total charge = 0
total energy = -3689.85656 hartree

---

What did the second record say?
DFT (the ωB97M-V functional and the def2-TZVPD basis) results for a structure of composition C11H25ClIN2OP2V at a distorted geometry.

Last column: Mulliken spin population.
Cartesian coordinates (Å):
C  -2.10  -4.76  -1.65  -0.001
C  -1.78  -3.95  -0.52  0.001
H  -2.53  -5.70  -1.30  0.000
H  -1.17  -4.99  -2.22  0.000
H  -2.84  -4.24  -2.29  0.000
O  -1.63  -3.51  0.55  0.000
I  -0.39  -1.20  -2.84  0.003
V  0.26  0.45  -1.05  2.064
P  -1.97  0.82  -0.15  -0.043
C  -2.43  1.32  1.52  0.005
C  -2.21  2.40  -1.05  0.010
H  -3.28  2.53  -1.21  0.001
H  -4.29  0.52  -0.53  -0.002
H  -1.68  2.44  -2.01  0.001
H  -3.34  -0.57  -1.61  0.002
H  -1.75  2.07  1.92  0.001
H  -1.84  3.24  -0.44  -0.002
C  -3.42  -0.15  -0.60  -0.004
H  -3.44  1.73  1.55  -0.002
H  -3.53  -0.97  0.12  -0.001
H  -2.39  0.44  2.17  -0.001
P  1.91  -0.96  0.05  -0.043
C  2.47  -0.86  1.78  0.006
C  2.15  -2.70  -0.29  -0.004
H  3.03  0.24  -1.81  0.001
H  4.10  -0.87  -0.90  0.001
H  3.67  0.72  -0.23  -0.002
C  3.30  -0.13  -0.81  0.011
H  1.82  -2.97  -1.30  0.002
H  3.22  -2.93  -0.18  -0.002
H  3.46  -1.32  1.90  -0.002
H  1.75  -1.41  2.39  -0.001
H  1.57  -3.28  0.44  -0.001
H  2.52  0.16  2.14  0.001
Cl  0.97  1.92  -2.64  -0.005
N  1.51  2.97  0.03  0.035
C  1.79  3.80  1.05  0.024
C  1.32  3.19  2.20  0.000
C  0.74  1.98  1.82  0.025
N  0.85  1.85  0.47  -0.082
H  1.68  3.13  -0.98  0.002
H  2.30  4.74  0.87  0.001
H  1.37  3.57  3.20  0.000
H  0.24  1.24  2.45  -0.002

2S+1 = 3
⟨S²⟩ = 2.03
strongest force on any atom = 6.4 eV/A
total charge = +2
total energy = -3002.98063 hartree

---

- Number 2 is which compound?
  C11H25ClIN2OP2V